# 1
Computed, not measured: one molecule with the formula C4H7NO2, with the ωB97M-V functional and the def2-TZVPD basis.

```
14
C4H7NO2 the ωB97M-V functional and the def2-TZVPD basis
C 0.10504 -1.48065 1.36810
C -0.01691 -0.04569 0.91270
O 1.19037 0.37147 0.32158
C 0.90559 1.03210 -0.89264
C -0.54273 0.71079 -1.16838
N -1.17622 0.99540 -2.21764
O -1.03376 0.06072 -0.08291
H -0.81491 -1.81076 1.85818
H 0.94071 -1.57614 2.06640
H 0.29713 -2.11208 0.49557
H -0.29295 0.62931 1.73698
H 1.55373 0.64595 -1.68422
H 1.05391 2.11655 -0.81494
H -2.14275 0.67545 -2.14982
```

## Properties
Energy = -9846.146 eV
HOMO-LUMO gap = 11.15 eV
Spin multiplicity = 1
SMILES = [H]/N=C1/CO[C@H](C)O1
Energy relative to the best compared isomer or geometry (same formula, charge and spin) = 26.1 kcal per mole

# 2
Computed, not measured: C8H15N3O as an isolated structure in a non-equilibrium geometry, with the ωB97M-V functional and the def2-TZVPD basis.

```
27
C8H15N3O the ωB97M-V functional and the def2-TZVPD basis
C -1.27824 0.73252 -1.17425
C -1.11683 0.61665 1.23057
C -0.06540 1.68510 -1.28558
C -0.22027 1.87034 1.06787
C -1.08599 -0.25382 0.01245
C 0.30788 -0.93792 0.00109
C 0.36590 -1.93214 1.19566
C 0.53633 -1.75847 -1.30660
N 2.51496 -0.24678 0.26006
N 0.65755 1.78755 -0.02685
N 1.33206 0.05070 0.13125
O 3.45075 0.53963 0.32328
H -2.20346 1.27493 -0.91677
H -1.46167 0.34474 -2.09549
H -0.91434 0.09822 2.28935
H -2.21316 1.03893 1.40306
H 0.81070 1.32609 -1.97788
H -0.26781 2.70658 -1.61853
H -0.99648 2.62652 0.83688
H 0.42340 2.16479 2.01227
H -1.76796 -1.09396 0.11861
H -0.11100 -1.73301 2.17369
H 1.45777 -2.10216 1.47632
H -0.13132 -2.91853 0.95045
H 1.51638 -2.32160 -1.37532
H 0.67134 -1.03386 -2.19199
H -0.21110 -2.53102 -1.51360
```

## Properties
Energy = -15051.487 eV
HOMO-LUMO gap (spin up / spin down) = 8.63 / 8.63 eV
Spin multiplicity = 1
Energy relative to the best compared isomer or geometry (same formula, charge and spin) = 113.4 kcal per mole

# 3
Computed, not measured: C12H30NO9Sr as an isolated structure in a non-equilibrium geometry, with the ωB97M-V functional and the def2-TZVPD basis.

```
53
C12H30NO9Sr the ωB97M-V functional and the def2-TZVPD basis
Sr -0.42038 -0.29909 0.18172
N 2.22179 -0.73751 -2.39981
O 2.42482 0.19800 -3.21728
O 1.37172 -0.63372 -1.52987
O 2.86444 -1.75921 -2.38569
C -1.20791 2.33618 2.48669
O -0.23402 1.31472 2.18938
C 0.14643 0.56915 3.36893
C 1.58927 -0.09448 3.09856
O 1.59015 -0.58007 1.76085
C 2.77938 -1.24979 1.38991
H -2.23226 1.97587 2.58153
H -1.16940 3.10753 1.71750
H -0.89563 2.99214 3.29926
H -0.65416 -0.07263 3.73669
H 0.24502 1.23366 4.22730
H 1.77630 -0.84335 3.86817
H 2.38733 0.64006 3.20653
H 2.92437 -2.08065 2.08038
H 3.66977 -0.62107 1.38538
H 2.72666 -1.63488 0.37156
C 2.34301 2.19132 0.03360
O 0.98199 1.99519 -0.22354
C 0.51059 2.52412 -1.39594
C -1.05720 2.67583 -1.28350
O -1.83707 1.54381 -0.92315
C -3.23279 1.90298 -0.85982
H 2.63132 3.23809 0.12978
H 2.88745 1.86570 -0.85278
H 2.69591 1.78475 0.98137
H 0.73864 2.02224 -2.33627
H 0.88884 3.53639 -1.53854
H -1.45434 3.13949 -2.18648
H -1.25164 3.35769 -0.45564
H -3.81411 0.99631 -0.69217
H -3.54322 2.48601 -1.72689
H -3.51255 2.37614 0.08143
C -1.64219 -0.62684 -3.17052
O -1.40052 -1.24398 -1.93881
C -1.21978 -2.64463 -2.10041
C -1.09589 -3.44670 -0.74136
O -0.28596 -2.85340 0.24420
C -0.10174 -3.66897 1.41430
H -2.38626 -1.15912 -3.76308
H -0.69348 -0.47707 -3.68591
H -2.08016 0.34646 -2.94925
H -0.22409 -2.66970 -2.54321
H -1.88496 -3.13235 -2.81300
H -0.66439 -4.40471 -1.03139
H -2.08821 -3.61431 -0.32264
H 0.70053 -3.29912 2.05280
H 0.16154 -4.68678 1.12648
H -0.97297 -3.81571 2.05267
```

## Properties
Energy = -33673.907 eV
HOMO-LUMO gap = 7.89 eV
Spin multiplicity = 1
Energy relative to the best compared isomer or geometry (same formula, charge and spin) = 36.9 kcal per mole
Charge = +1

Question: Look up the energy relative to the best compared isomer or geometry (same formula, charge and spin) of the third one.
Answer: 36.9 kcal per mole

Question: Which value of energy does entry 3 give?
Answer: -33673.907 eV

Question: Which formula does entry 1 have?
Answer: C4H7NO2